[1]
This record from the OMol25 dataset describes a cluster of 8 separate species, C29H60FN2O21 in total in a non-equilibrium geometry. The level of theory is ωB97M-V/def2-TZVPD.

Atoms and positions in Å:
C  -3.7040  -2.9201  -1.0719
C  -3.7798  -4.2909  -1.9814
F  -2.7432  -4.1225  -3.0677
C  -5.2278  -4.4349  -2.7525
C  -6.2740  -5.4880  -2.0520
N  -5.6032  -6.8533  -1.8396
C  -7.5666  -5.6102  -3.0904
C  -8.7257  -4.4815  -2.8303
N  -8.2752  -3.2552  -2.0699
C  -7.5845  -3.5252  -0.7535
C  -6.8898  -5.0016  -0.6129
H  -3.9822  -3.1977  0.0328
H  -4.4326  -2.0799  -1.4814
H  -2.5840  -2.5536  -1.0920
H  -3.4913  -5.2727  -1.4061
H  -5.6762  -3.3631  -2.9569
H  -4.9803  -4.8813  -3.8293
H  -5.8680  -7.4742  -2.6599
H  -6.0881  -7.2568  -0.9846
H  -8.0209  -6.7101  -3.0127
H  -7.1535  -5.5138  -4.1845
H  -9.7018  -4.9878  -2.3788
H  -9.0600  -4.0961  -3.9099
H  -9.1620  -2.7147  -1.8321
H  -7.6876  -2.5927  -2.6283
H  -8.3697  -3.4166  0.1306
H  -6.7381  -2.7161  -0.5272
H  -6.1186  -5.0791  0.2829
H  -7.7590  -5.7698  -0.3384
C  -0.8518  -0.8630  -2.8838
O  -0.6773  -0.0765  -1.7070
C  -0.9041  1.2498  -1.8831
O  -1.2311  1.7886  -2.9289
O  -0.7039  1.8725  -0.6942
C  -0.9083  3.2836  -0.7292
H  -0.6451  -1.9057  -2.6271
H  -1.8834  -0.7952  -3.2441
H  -0.1473  -0.5541  -3.6627
H  -1.9423  3.5172  -1.0033
H  -0.2061  3.7584  -1.4219
H  -0.7212  3.6771  0.2737
C  -5.1992  1.6513  0.9960
O  -6.5195  1.9216  1.4629
C  -7.5008  1.3290  0.7368
O  -7.3381  0.6155  -0.2406
O  -8.6941  1.6678  1.2867
C  -9.8260  1.1112  0.6209
H  -4.4958  2.1746  1.6497
H  -4.9837  0.5792  1.0466
H  -5.0660  2.0267  -0.0237
H  -9.7956  0.0174  0.6565
H  -9.8778  1.4649  -0.4138
H  -10.7251  1.4473  1.1446
C  5.7197  5.8660  -1.7286
O  4.7434  4.9827  -2.2770
C  4.3778  3.9714  -1.4494
O  4.8066  3.7761  -0.3229
O  3.4524  3.2153  -2.0922
C  2.9730  2.1056  -1.3353
H  5.9372  6.6349  -2.4752
H  5.3338  6.3580  -0.8300
H  6.6473  5.3276  -1.5088
H  2.4772  2.4472  -0.4209
H  3.7906  1.4168  -1.0996
H  2.2391  1.5721  -1.9455
C  5.4197  -0.2540  1.2437
O  4.4434  -1.1373  0.6953
C  4.0778  -2.1486  1.5229
O  4.5066  -2.3439  2.6494
O  3.1524  -2.9047  0.8801
C  2.6730  -4.0144  1.6370
H  5.6372  0.5149  0.4971
H  5.0338  0.2380  2.1423
H  6.3473  -0.7924  1.4635
H  2.1772  -3.6728  2.5514
H  3.4906  -4.7032  1.8727
H  1.9391  -4.5479  1.0268
C  9.0197  10.6434  1.3956
O  8.0434  9.7601  0.8472
C  7.6778  8.7488  1.6749
O  8.1066  8.5535  2.8013
O  6.7524  7.9927  1.0320
C  6.2730  6.8830  1.7890
H  9.2372  11.4123  0.6491
H  8.6338  11.1354  2.2942
H  9.9473  10.1050  1.6155
H  5.7772  7.2246  2.7034
H  7.0906  6.1942  2.0246
H  5.5391  6.3495  1.1787
C  -2.2532  -6.3029  0.7997
O  -1.9237  -6.6429  2.1450
C  -2.2287  -5.6828  3.0543
O  -2.7406  -4.6013  2.8108
O  -1.8653  -6.1346  4.2811
C  -2.1290  -5.2212  5.3444
H  -1.9664  -7.1416  0.1592
H  -3.3311  -6.1426  0.6949
H  -1.6957  -5.4175  0.4776
H  -3.2020  -5.0178  5.4214
H  -1.5667  -4.2926  5.2041
H  -1.7993  -5.6853  6.2780
C  12.0775  3.6569  1.1787
O  10.7572  3.9272  1.6456
C  9.7759  3.3346  0.9195
O  9.9386  2.6211  -0.0580
O  8.5826  3.6734  1.4693
C  7.4506  3.1168  0.8035
H  12.7808  4.1802  1.8323
H  12.2929  2.5848  1.2292
H  12.2107  4.0323  0.1589
H  7.4811  2.0230  0.8391
H  7.3988  3.4705  -0.2312
H  6.5515  3.4529  1.3273

Output
M, u: 791.8
Maximum force, eV/A: 4.026
Highest occupied orbital energy, eV: -11.74
Net charge: +1
Kohn-Sham gap, eV: 8.39
Energy, a.u.: -2930.075529


[2]
This record from the OMol25 dataset describes a cluster of 23 separate species, C6H58NO27S in total in a non-equilibrium geometry. The level of theory is ωB97M-V/def2-TZVPD.

Atoms and positions in Å:
C  0.8781  0.2138  4.1484
O  0.8011  -0.6032  2.9004
C  0.1441  0.1488  1.8624
C  -0.3119  -0.7392  0.7594
N  -1.2659  -0.1452  -0.1536
H  -1.4809  -1.0832  -0.6626
H  -2.2279  0.1848  0.2114
C  -0.7379  0.8428  -1.0616
C  0.3681  0.4448  -1.9736
O  0.6431  1.3938  -2.9066
C  1.8341  1.0538  -3.6896
H  1.4171  -0.4232  4.7944
H  -0.0399  0.5658  4.7324
H  1.4361  1.0048  3.8954
H  0.7661  1.0188  1.4934
H  -0.7009  0.5848  2.3414
H  -0.7239  -1.5012  1.2954
H  0.5471  -1.2342  0.5374
H  -0.4099  1.5198  -0.4446
H  -1.5239  1.3738  -1.6916
H  0.1751  -0.3232  -2.5936
H  1.2141  0.2368  -1.4066
H  2.8371  1.2578  -3.1386
H  1.6661  1.5448  -4.5546
H  1.5911  -0.0002  -4.0926
S  -4.6599  0.6508  -0.9326
O  -5.5909  -0.2172  -0.3316
O  -5.3379  1.8228  -1.3446
O  -3.7179  1.0128  0.0864
O  -4.0469  -0.0532  -1.9946
O  -2.4239  3.1038  1.2294
H  -2.1879  3.6078  0.4294
H  -2.9009  2.3118  1.0784
O  2.3391  -2.4002  -2.1576
H  2.9691  -2.4462  -1.5346
H  2.7231  -2.0722  -3.0486
O  2.9271  -2.9812  3.6624
H  2.0781  -2.9922  4.0154
H  3.0821  -2.0292  3.9234
O  -1.2579  -4.1332  1.1354
H  -0.4469  -3.7462  0.8494
H  -1.4789  -5.1762  1.3154
O  -3.3449  -0.6182  2.2954
H  -3.0429  -0.0762  3.1284
H  -3.7889  -0.0192  1.6874
O  3.5241  -1.7612  -4.4606
H  3.5901  -1.6562  -5.4406
H  4.3661  -1.3282  -4.1406
O  0.0971  -3.2582  -4.3306
H  -0.1059  -2.7362  -3.4466
H  0.4841  -4.0252  -3.8876
O  -3.5889  3.8568  -1.4446
H  -2.9259  3.7218  -2.1586
H  -4.2019  3.2108  -1.4766
O  -1.9749  -3.1652  3.5754
H  -2.2499  -2.1792  3.5194
H  -1.7409  -3.3832  2.7374
O  -3.0419  0.5748  4.9044
H  -3.8959  0.6228  5.3294
H  -2.6179  0.1868  5.6634
O  3.6081  1.3158  2.1924
H  4.4511  1.3878  2.4424
H  3.4961  2.0058  1.5874
O  -2.7069  0.3858  -4.1676
H  -2.6529  -0.4702  -4.7236
H  -3.3099  0.1568  -3.3556
O  2.1921  3.7728  0.2714
H  1.1891  3.8578  0.1564
H  2.2511  4.2588  1.1334
O  3.1081  -1.1422  0.9424
H  2.8371  -1.7952  1.5544
H  3.0781  -0.4192  1.5904
O  1.4721  -3.9802  -0.0436
H  1.4751  -3.4952  -0.8876
H  2.3911  -4.3452  0.3094
O  2.3141  -1.2012  -6.9236
H  1.5111  -0.7982  -6.5456
H  1.8561  -1.9632  -6.9496
O  -0.6259  4.0508  -0.8866
H  -0.8069  3.7748  -1.7826
H  -0.5619  4.8498  -1.3026
O  2.2151  2.2378  6.8034
H  2.5851  2.4778  5.8724
H  2.3011  3.1598  7.2984
O  -2.0929  -2.1732  -1.7086
H  -2.3929  -3.0332  -1.6476
H  -2.8029  -1.5772  -1.6926
O  4.0481  -0.4762  4.3004
H  4.9461  -0.5052  4.1984
H  3.9721  0.3188  3.8574
O  -1.6109  3.4068  -3.4476
H  -1.3749  2.5138  -3.8546
H  -0.8639  3.8728  -3.6276

Output
M, u: 608.6
Maximum force, eV/A: 6.555
Highest occupied orbital energy, eV: -4.29
Net charge: -1
Kohn-Sham gap, eV: 5.44
Energy, a.u.: -2747.611101


[3]
This record from the OMol25 dataset describes an isolated molecule of C4H11N3S in a non-equilibrium geometry. The level of theory is ωB97M-V/def2-TZVPD.

Atoms and positions in Å:
C  2.2172  -0.1455  -0.8939
C  1.0360  -0.4725  0.0757
C  1.4541  -0.2946  1.5683
C  -0.2541  0.3364  -0.1715
N  -1.4257  0.0089  0.1882
S  -1.7189  -1.4077  1.0815
N  -0.1154  1.6255  -0.7663
N  0.2555  1.8462  -2.1356
H  1.7649  -0.2427  -1.8531
H  3.0745  -0.7896  -0.6330
H  2.5011  0.9201  -0.7055
H  0.6892  -1.4996  -0.0168
H  2.3573  -0.9051  1.8077
H  1.5444  0.7845  1.7611
H  0.5881  -0.6660  2.1426
H  -3.0716  -1.2084  1.2481
H  -1.0139  2.0911  -0.6209
H  0.1192  1.0377  -2.7299
H  1.2287  2.0953  -2.1801

Output
M, u: 133.2
Maximum force, eV/A: 2.411
Highest occupied orbital energy, eV: -8.43
Kohn-Sham gap, eV: 9.29
SMILES: CC(C)/C(=N\S)NN
Energy, a.u.: -721.397170